Below is an isolated molecule of C23H32N2O6S in a non-equilibrium geometry, with properties calculated with ωB97M-V/def2-TZVPD.

Calculated values
- largest force on an atom (eV/A) = 1.04
- charge = 0
- frontier orbital gap (eV) = 8.7
- energy (hartree) = -1854.76323
- energy relative to the best compared isomer or geometry (same formula, charge and spin) (eV) = 1.872

Each atom is followed by the atoms it is bonded to, with distances in Å.
Cartesian coordinates (Å):
1 O -4.90 -2.59 -2.87  C2 1.212
2 C -3.86 -2.88 -2.31  O1 1.212, C3 1.544, N24 1.339
3 C -3.85 -3.49 -0.89  C2 1.544, O4 1.425, H33 1.091, H34 1.096
4 O -3.35 -2.58 0.08  C3 1.425, C5 1.334
5 C -2.03 -2.49 0.26  O4 1.334, O6 1.214, C7 1.469
6 O -1.22 -3.09 -0.41  C5 1.214
7 C -1.71 -1.57 1.36  C5 1.469, C8 1.339, H35 1.078
8 C -0.45 -1.42 1.76  C7 1.339, C9 1.451, H36 1.084
9 C 0.03 -0.58 2.85  C8 1.451, C10 1.399, C23 1.399
10 C -0.76 0.42 3.42  C9 1.399, C11 1.382, H37 1.078
11 C -0.27 1.20 4.46  C10 1.382, C12 1.383, H38 1.079
12 C 1.01 0.97 4.93  C11 1.383, S13 1.793, C22 1.382
13 S 1.67 2.03 6.21  C12 1.793, O14 1.431, O15 1.431, N16 1.667
14 O 0.59 2.62 6.94  S13 1.431
15 O 2.69 1.32 6.92  S13 1.431
16 N 2.42 3.26 5.38  S13 1.667, C17 1.444, C21 1.444
17 C 1.56 4.16 4.65  N16 1.444, C18 1.531, H39 1.102, H40 1.089
18 C 2.38 5.41 4.30  C17 1.531, O19 1.409, H41 1.099, H42 1.091
19 O 3.53 5.08 3.57  C18 1.409, C20 1.409
20 C 4.36 4.20 4.30  O19 1.409, C21 1.531, H43 1.099, H44 1.091
21 C 3.62 2.91 4.65  N16 1.444, C20 1.531, H45 1.102, H46 1.089
22 C 1.81 -0.01 4.38  C12 1.382, C23 1.382, H47 1.078
23 C 1.32 -0.78 3.34  C9 1.399, C22 1.382, H48 1.080
24 N -2.64 -2.73 -2.84  C2 1.339, C25 1.454, H49 1.014
25 C -2.40 -2.11 -4.13  N24 1.454, C26 1.531, C32 1.537, H50 1.096
26 C -1.33 -2.91 -4.87  C25 1.531, C27 1.534, H51 1.088, H52 1.092
27 C 0.10 -2.65 -4.37  C26 1.534, C28 1.530, H53 1.092, H54 1.089
28 C 1.02 -2.05 -5.44  C27 1.530, C29 1.531, H55 1.093, H56 1.093
29 C 0.45 -0.86 -6.22  C28 1.531, C30 1.532, H57 1.093, H58 1.091
30 C -0.15 0.27 -5.38  C29 1.532, C31 1.536, H59 1.093, H60 1.091
31 C -1.67 0.18 -5.13  C30 1.536, C32 1.531, H61 1.093, H62 1.091
32 C -2.09 -0.62 -3.89  C25 1.537, C31 1.531, H63 1.092, H64 1.093
33 H -4.87 -3.72 -0.60  C3 1.091
34 H -3.23 -4.40 -0.90  C3 1.096
35 H -2.56 -1.07 1.81  C7 1.078
36 H 0.31 -2.00 1.25  C8 1.084
37 H -1.76 0.60 3.05  C10 1.078
38 H -0.87 1.97 4.92  C11 1.079
39 H 1.20 3.70 3.72  C17 1.102
40 H 0.72 4.41 5.30  C17 1.089
41 H 2.66 5.93 5.23  C18 1.099
42 H 1.80 6.09 3.66  C18 1.091
43 H 4.69 4.69 5.23  C20 1.099
44 H 5.22 3.99 3.66  C20 1.091
45 H 3.37 2.37 3.72  C21 1.102
46 H 4.22 2.27 5.29  C21 1.089
47 H 2.79 -0.17 4.79  C22 1.078
48 H 1.94 -1.55 2.90  C23 1.080
49 H -1.83 -2.97 -2.28  N24 1.014
50 H -3.35 -2.18 -4.68  C25 1.096
51 H -1.40 -2.67 -5.93  C26 1.088
52 H -1.58 -3.96 -4.76  C26 1.092
53 H 0.55 -3.59 -4.04  C27 1.092
54 H 0.08 -1.99 -3.51  C27 1.089
55 H 1.94 -1.73 -4.95  C28 1.093
56 H 1.28 -2.83 -6.16  C28 1.093
57 H 1.27 -0.45 -6.82  C29 1.093
58 H -0.30 -1.21 -6.94  C29 1.091
59 H 0.02 1.20 -5.92  C30 1.093
60 H 0.38 0.35 -4.43  C30 1.091
61 H -2.03 1.20 -4.99  C31 1.093
62 H -2.17 -0.21 -6.01  C31 1.091
63 H -1.34 -0.52 -3.11  C32 1.092
64 H -3.01 -0.18 -3.49  C32 1.093